Entry from the Open Molecules 2025 dataset: a structure of composition C6H14N3 (wB97M-V/def2-TZVPD).

Properties
net charge	+1
calculated total energy	-400.81294	a.u.
relative energy (zero: lowest compared OMol25 entry of this formula, charge and spin)	6.459	eV
highest occupied orbital energy	-0.4899	Ha
LUMO level	-3.92	eV

Each line ends with the Löwdin charge.
Element x y z (Å)
1 C -0.616 1.836 0.329  -0.032
2 C -0.895 1.267 1.632  0.157
3 C -1.572 -0.277 -1.798  -0.011
4 C 2.617 -0.242 0.959  -0.059
5 C 0.643 -0.889 -0.465  -0.185
6 C -0.958 -0.649 -0.430  -0.253
7 N -2.539 0.793 0.958  0.245
8 N 1.196 -0.770 0.825  -0.115
9 N -1.203 0.529 0.364  -0.233
10 H -1.167 2.658 -0.100  0.141
11 H 0.414 1.827 0.057  0.121
12 H -0.498 0.981 2.566  0.131
13 H -0.995 0.717 -2.116  0.139
14 H -1.411 -0.996 -2.626  0.098
15 H -2.660 -0.291 -1.651  0.087
16 H 3.357 -0.810 0.277  0.118
17 H 2.733 0.806 0.716  0.072
18 H 2.952 -0.370 1.889  0.026
19 H 0.959 -1.739 -1.040  0.129
20 H 1.027 -0.027 -1.005  0.110
21 H -1.461 -1.371 0.110  0.124
22 H -2.921 -0.021 1.346  0.071
23 H 1.276 -1.746 1.121  0.120

Atomic forces in eV per Å
-0.07 1.39 -0.08
-4.09 -1.98 -2.84
1.36 0.48 -0.45
-0.85 -1.09 -5.10
-1.53 2.36 -1.07
3.20 0.47 -1.96
4.26 4.34 -0.50
1.76 -1.01 1.99
-1.36 0.35 2.46
-0.44 0.07 0.06
0.74 -0.19 -0.16
0.37 -0.52 0.62
-1.96 -1.88 0.46
0.33 0.15 0.77
0.23 0.99 -0.36
-1.13 0.79 0.83
-0.45 0.30 -0.21
0.96 -0.61 3.83
-0.32 -0.74 -0.28
-0.08 0.14 -0.63
-0.94 -2.07 0.73
0.10 -2.22 1.15
-0.09 0.48 0.74